# 1
ORCA calculation (the ωB97M-V functional and the def2-TZVPD basis) on a molecular structure, C23H42N2O7S2.

Results
Highest occupied orbital energy = -8.152 eV
Charge = 0

Geometry as XYZ:
```
76
C23H42N2O7S2, DFT the ωB97M-V functional and the def2-TZVPD basis
C 5.68 -7.44 2.70
C 6.16 -6.83 1.32
O 6.17 -5.39 1.27
C 4.90 -4.84 1.28
C 3.80 -5.35 0.49
C 2.43 -4.72 0.53
C 1.30 -5.39 -0.35
S 0.06 -6.08 0.86
C -1.63 -5.47 0.42
C -2.65 -6.12 1.46
C 2.12 -3.55 1.32
C 3.22 -2.99 2.16
N 3.02 -1.89 2.99
S 4.56 -1.73 3.66
N 5.47 -2.94 2.98
C 4.61 -3.62 2.13
H 6.53 -7.58 3.43
H 5.23 -8.45 2.47
H 4.87 -6.84 3.19
H 5.58 -7.32 0.50
H 7.23 -7.15 1.18
H 3.92 -6.26 -0.16
H 1.74 -6.30 -0.86
H 0.86 -4.67 -1.08
H -1.84 -5.83 -0.63
H -1.73 -4.36 0.51
H -2.15 -6.84 2.17
H -3.47 -6.65 0.91
H -3.13 -5.31 2.07
H 1.11 -3.09 1.32
C -3.13 1.82 -3.28
O -3.16 1.42 -1.93
C -4.31 0.64 -1.63
C -4.11 -0.12 -0.32
O -3.33 -1.30 -0.47
C -1.93 -1.10 -0.68
C -1.19 -0.67 0.59
O -1.38 0.72 0.82
C -1.16 1.06 2.18
H -4.00 2.45 -3.52
H -2.22 2.40 -3.44
H -3.10 0.95 -3.94
H -4.51 -0.08 -2.44
H -5.17 1.32 -1.53
H -5.09 -0.46 0.02
H -3.71 0.53 0.46
H -1.74 -0.41 -1.51
H -1.54 -2.08 -0.98
H -0.12 -0.85 0.46
H -1.56 -1.26 1.44
H -1.87 0.55 2.82
H -1.31 2.13 2.28
H -0.13 0.81 2.48
C -0.22 3.49 -1.28
O -0.55 4.83 -1.61
C -1.95 5.09 -1.49
C -2.20 6.58 -1.42
O -1.98 7.14 -0.13
C -0.61 7.27 0.27
C 0.10 8.41 -0.44
O 0.50 8.02 -1.75
C 0.71 9.13 -2.59
H -0.73 2.80 -1.96
H 0.85 3.37 -1.38
H -0.50 3.27 -0.25
H -2.34 4.61 -0.58
H -2.44 4.67 -2.37
H -3.26 6.75 -1.62
H -1.64 7.12 -2.19
H -0.08 6.32 0.16
H -0.64 7.50 1.33
H 1.01 8.67 0.12
H -0.56 9.28 -0.48
H -0.21 9.70 -2.71
H 1.02 8.76 -3.57
H 1.50 9.78 -2.20
```

=====

# 2
ORCA calculation (the ωB97M-V functional and the def2-TZVPD basis) on a molecular structure, C23H42O31S8.

Results
Highest occupied orbital energy = -9.030 eV
Charge = 0
ΔE to the lowest compared entry with this formula, charge and spin = 3479.4 kJ/mol

Geometry as XYZ:
```
104
C23H42O31S8, DFT the ωB97M-V functional and the def2-TZVPD basis
C 29.90 4.96 2.18
C 29.48 4.46 0.87
O 28.03 4.40 1.05
S 27.51 5.67 1.88
O 26.52 5.35 2.97
O 27.04 6.83 1.04
O 29.06 5.98 2.49
H 30.94 5.27 2.04
H 29.70 4.32 3.04
H 30.05 3.58 0.57
H 29.82 5.11 0.06
C 21.14 0.35 0.01
C 22.19 1.23 -0.70
O 22.63 0.65 -1.91
S 21.63 -0.66 -2.26
O 22.37 -1.90 -1.98
O 20.96 -0.39 -3.51
O 20.47 -0.36 -1.02
H 20.41 0.86 0.64
H 21.73 -0.39 0.56
H 23.11 1.26 -0.13
H 22.06 2.31 -0.78
C 26.95 0.65 -3.16
C 26.90 2.16 -3.51
O 26.73 2.83 -2.34
S 27.58 2.14 -1.10
O 26.76 2.23 0.09
O 29.02 2.49 -1.08
O 27.39 0.67 -1.81
H 27.57 0.03 -3.80
H 25.94 0.28 -3.37
H 26.22 2.56 -4.26
H 27.85 2.42 -3.99
C 27.41 1.26 2.94
C 27.66 2.44 1.98
O 29.03 2.61 1.95
S 29.85 1.55 2.85
O 30.15 2.21 4.14
O 31.03 0.91 2.21
O 28.59 0.48 2.94
H 26.54 0.66 2.65
H 27.31 1.71 3.93
H 27.07 3.35 2.03
H 27.40 2.16 0.96
C 24.08 2.62 -3.28
C 22.70 2.03 -3.66
O 21.88 2.58 -2.66
S 22.32 4.24 -2.49
O 22.08 4.77 -1.14
O 21.91 5.07 -3.65
O 23.92 3.89 -2.71
H 24.57 2.71 -4.25
H 24.60 1.85 -2.69
H 22.62 0.95 -3.59
H 22.34 2.45 -4.60
C 24.41 6.69 3.79
C 25.31 7.08 2.55
O 25.87 8.27 2.91
S 24.76 9.20 3.66
O 23.87 9.83 2.72
O 25.30 10.04 4.72
O 24.05 7.94 4.32
H 24.90 6.17 4.61
H 23.63 6.02 3.46
H 24.77 7.26 1.62
H 26.05 6.32 2.32
C 28.34 3.46 5.62
C 27.90 3.91 4.19
O 26.70 3.38 3.83
S 26.00 2.61 5.17
O 25.43 1.36 4.73
O 25.05 3.46 5.79
O 27.40 2.48 6.03
H 28.45 4.23 6.38
H 29.36 3.08 5.51
H 28.49 3.72 3.29
H 27.81 4.98 4.37
O 18.57 8.16 1.35
S 19.18 7.03 0.69
O 18.64 6.58 -0.59
O 20.75 7.34 0.32
C 21.44 6.49 -0.54
C 22.65 6.18 0.32
C 19.37 5.64 1.87
H 21.59 6.79 -1.57
H 20.83 5.60 -0.71
H 23.36 7.00 0.22
H 23.25 5.32 0.03
H 22.37 6.13 1.37
H 20.08 4.86 1.57
H 18.31 5.41 1.96
H 19.63 5.99 2.87
C 24.36 3.17 0.10
C 23.03 3.52 0.43
C 22.69 4.12 1.61
C 23.72 4.38 2.51
C 24.99 3.95 2.26
C 25.32 3.34 1.07
H 24.60 2.84 -0.90
H 22.30 3.40 -0.35
H 21.73 4.57 1.81
H 23.58 4.98 3.40
H 25.79 4.25 2.92
H 26.35 3.16 0.80
```

=====

# 3
ORCA calculation (the ωB97M-V functional and the def2-TZVPD basis) on a molecular structure, C23H43AsCl2N3OPSSbSe4Zr.

Results
Highest occupied orbital energy = -8.943 eV
Charge = +1
ΔE to the lowest compared entry with this formula, charge and spin = 0.0 kJ/mol

Geometry as XYZ:
```
81
C23H43AsCl2N3OPSSbSe4Zr, DFT the ωB97M-V functional and the def2-TZVPD basis
Zr 0.50 0.63 -0.11
C -2.28 -0.37 3.81
N -1.44 0.82 3.71
C -1.79 2.07 4.19
C -0.86 2.94 3.78
N 0.06 2.22 3.02
C -0.30 0.91 3.02
S 0.58 -0.41 2.38
C 1.16 2.80 2.38
C 1.83 3.87 2.95
C 2.89 4.44 2.26
C 3.28 3.91 1.03
C 2.56 2.84 0.55
N 1.52 2.30 1.19
H -3.31 -0.04 3.76
H -2.07 -0.90 4.73
H -2.09 -0.99 2.94
H -2.71 2.21 4.73
H -0.82 4.01 3.88
H 1.54 4.24 3.92
H 3.43 5.27 2.70
H 4.11 4.32 0.48
H 2.83 2.37 -0.40
C 3.28 -2.58 0.33
As 3.22 -0.65 0.11
C 4.64 -0.37 -1.21
C 4.14 -0.06 1.72
H 4.29 -2.89 0.58
H 2.95 -3.06 -0.58
H 2.61 -2.85 1.14
H 5.61 -0.52 -0.74
H 4.58 0.63 -1.63
H 4.52 -1.09 -2.02
H 5.05 -0.64 1.84
H 3.48 -0.21 2.58
H 4.39 0.99 1.64
Cl 0.80 -4.96 -1.21
C -0.05 -4.13 0.09
Cl -0.48 -2.45 -0.33
H 0.55 -4.11 0.99
H -1.00 -4.63 0.26
Se -5.03 -1.12 1.13
Sb -4.80 1.16 0.55
Se -1.83 0.77 0.12
Se -4.25 2.77 2.23
Se -5.05 2.06 -1.62
C 0.58 5.34 -1.25
C -0.91 5.29 -0.90
C -1.19 3.81 -0.62
O 0.00 3.08 -1.07
C 0.77 3.98 -1.88
H 1.19 5.41 -0.34
H 0.84 6.16 -1.91
H -1.51 5.64 -1.74
H -1.17 5.91 -0.04
H -2.06 3.43 -1.16
H -1.34 3.59 0.43
H 0.38 3.97 -2.91
H 1.80 3.62 -1.92
C 1.74 -1.56 -4.79
C 1.69 -1.09 -3.34
P 0.19 -0.16 -2.80
C 0.13 1.30 -3.91
C -1.24 1.99 -3.90
C -1.20 -1.21 -3.38
C -2.58 -0.99 -2.78
H 2.62 -2.18 -4.96
H 1.79 -0.72 -5.48
H 0.86 -2.16 -5.05
H 2.54 -0.45 -3.11
H 1.76 -1.94 -2.65
H 0.36 0.95 -4.92
H 0.93 1.99 -3.62
H -1.98 1.37 -4.41
H -1.20 2.94 -4.42
H -1.61 2.15 -2.88
H -0.87 -2.24 -3.23
H -1.22 -1.06 -4.46
H -2.65 -1.32 -1.74
H -3.32 -1.55 -3.35
H -2.89 0.06 -2.80
```

=====

How do the records compare in Kohn-Sham gap? In the order shown, they have 7.378, 8.334, 5.203 eV.
How do the records compare in LUMO level? In the order shown, they have -0.8, -0.7, -3.7 eV.
How do the records compare in max |F|? In the order shown, they have 0.092, 0.319, 0.032 hartree/bohr.